<a>
The following is a DFT calculation (ωB97M-V with the def2-TZVPD basis set) of a 2-piece molecular cluster, C2H7N2OP overall.

```
! RIJCOSX wB97M-V def2-TZVPD def2/J DEFGRID3
* xyz 0 1
C -0.90 0.86 -2.31
C -0.60 1.37 -1.16
N 0.49 -1.78 0.46
N 0.22 -0.13 2.37
O 2.40 0.12 0.83
P 0.94 -0.17 0.84
H -1.29 1.61 -3.17
H -0.79 -0.17 -2.41
H -0.47 2.34 -0.85
H -0.49 -1.83 0.50
H 1.00 -2.12 -0.35
H -0.49 -0.84 2.49
H -0.02 0.74 2.77
*
```

Computed properties:
Gap between HOMO and LUMO (spin up / spin down): 0.3016 / 0.2910 hartree

These are the Mulliken partial charges, in e, on atoms 1 to 6: -0.28 -0.49 -0.57 -0.51 -0.56 0.66

***

<b>
The following is a DFT calculation (ωB97M-V with the def2-TZVPD basis set) of one molecule with the formula C2H7N2OP.

```
! RIJCOSX wB97M-V def2-TZVPD def2/J DEFGRID3
* xyz 0 1
C -0.80 1.45 -1.53
C -0.70 0.97 -0.31
P 0.73 -0.66 -0.10
N -0.22 -1.81 0.69
N 1.85 -0.32 1.09
O 1.36 -1.06 -1.35
H -1.47 2.27 -1.78
H -0.21 1.04 -2.33
H -1.22 1.27 0.57
H 0.14 -2.74 0.50
H -1.20 -1.77 0.42
H 2.63 0.22 0.75
H 1.48 0.00 1.97
*
```

Computed properties:
Gap between HOMO and LUMO: 0.3936 hartree
SMILES: C=CP(N)(N)=O

These are the Mulliken partial charges, in e, on atoms 1 to 6: -0.45 -0.45 0.86 -0.65 -0.54 -0.65

***

Short version: <a> is the least stable of them.

***

<a>
The following is a DFT calculation (ωB97M-V with the def2-TZVPD basis set) of a 2-piece molecular cluster, C4H11FN3 overall.

```
! RIJCOSX wB97M-V def2-TZVPD def2/J DEFGRID3
* xyz 1 1
C -0.63 -0.23 -1.23
C -0.83 1.14 1.47
C 1.48 0.29 0.74
C 0.15 0.14 0.94
N -1.93 -0.26 -1.00
N 2.20 -0.81 0.24
N 0.26 -1.16 -1.58
F -0.30 -1.21 1.01
H -0.29 0.69 -1.42
H -1.79 0.75 1.66
H -0.69 1.38 2.54
H -0.70 1.98 0.90
H 1.79 1.26 0.82
H -2.52 0.51 -0.70
H 1.90 -1.74 0.35
H 3.16 -0.63 0.54
H -2.29 -1.21 -0.96
H -0.22 -2.06 -1.61
H 1.25 -1.02 -1.34
*
```

Computed properties:
Gap between HOMO and LUMO: 0.3413 hartree

These are the Mulliken partial charges, in e, on atoms 1 to 6: -0.31 -1.60 -0.17 0.63 -0.28 -0.54

***

<b>
The following is a DFT calculation (ωB97M-V with the def2-TZVPD basis set) of C4H11FN3 as an isolated structure.

```
! RIJCOSX wB97M-V def2-TZVPD def2/J DEFGRID3
* xyz 1 1
C 0.18 -2.10 1.04
C 1.21 1.60 -1.18
C -2.11 0.31 -0.23
C 0.17 1.37 -0.14
N 0.04 -0.89 -0.52
N -0.68 0.22 -0.53
N 1.09 -1.63 1.76
F 0.76 0.99 1.08
H -0.01 -3.15 0.89
H 0.97 2.02 -2.18
H 1.59 0.60 -1.39
H 2.07 2.21 -0.92
H -2.30 0.66 0.73
H -2.55 0.88 -1.07
H -2.40 -0.71 -0.35
H -0.53 2.10 0.30
H -0.50 -1.63 -1.07
H 1.85 -2.23 2.00
H 1.16 -0.62 1.79
*
```

Computed properties:
Gap between HOMO and LUMO (spin up / spin down): 0.3133 / 0.3134 hartree

These are the Mulliken partial charges, in e, on atoms 1 to 6: -0.15 -1.29 -1.01 0.50 -0.62 0.30

***

Short version: <b> is the least stable of them.

***

<a>
The following is a DFT calculation (ωB97M-V with the def2-TZVPD basis set) of a 2-piece molecular cluster, C7H16NO2 overall.

```
! RIJCOSX wB97M-V def2-TZVPD def2/J DEFGRID3
* xyz 1 1
C -1.26 0.66 -0.59
C 0.97 -1.19 1.73
C -0.12 -2.38 -0.16
C 2.18 -1.48 -0.48
C -3.18 2.13 -0.26
C 0.90 1.64 -0.98
C 0.98 -1.65 0.34
N -1.77 1.88 -0.48
O -1.92 -0.37 -0.47
O 0.05 0.50 -0.82
H 1.29 -2.03 2.36
H 1.66 -0.37 1.91
H -0.04 -0.94 2.07
H 0.05 -2.90 -1.10
H -0.94 -1.57 -0.39
H -0.67 -2.96 0.57
H 1.95 -1.32 -1.53
H 2.85 -0.71 -0.11
H 2.73 -2.43 -0.43
H -3.61 2.66 -1.11
H -3.69 1.18 -0.13
H -3.31 2.75 0.64
H 0.60 2.24 -1.84
H 0.91 2.25 -0.07
H 1.89 1.25 -1.16
H -1.19 2.69 -0.61
*
```

Computed properties:
Gap between HOMO and LUMO: 0.3398 hartree

These are the Mulliken partial charges, in e, on atoms 1 to 6: 0.85 -1.35 -1.02 -1.60 -0.88 -0.94

***

<b>
The following is a DFT calculation (ωB97M-V with the def2-TZVPD basis set) of a 2-piece molecular cluster, C7H16NO2 overall.

```
! RIJCOSX wB97M-V def2-TZVPD def2/J DEFGRID3
* xyz 1 1
C 0.70 -1.72 2.23
C -0.53 -0.98 2.09
C -0.38 -0.03 -2.75
C 0.51 1.57 -1.10
C 1.50 -0.80 -1.44
C -1.01 1.35 2.15
C 0.24 0.06 -1.43
N -1.32 0.00 2.39
O -0.60 -2.33 2.09
O -0.62 -0.38 -0.27
H 1.37 -1.88 1.34
H 1.22 -1.71 3.30
H -0.43 -1.01 -2.96
H -1.34 0.52 -2.95
H 0.16 0.49 -3.52
H 1.32 1.93 -1.66
H 0.69 1.82 -0.11
H -0.55 1.93 -1.29
H 2.10 -0.56 -2.25
H 1.97 -0.55 -0.54
H 1.25 -1.82 -1.37
H -0.78 1.58 1.11
H -1.83 2.07 2.52
H -0.01 1.48 2.60
H -1.41 -0.74 -0.68
H -2.24 -0.31 2.49
*
```

Computed properties:
Gap between HOMO and LUMO: 0.3777 hartree

These are the Mulliken partial charges, in e, on atoms 1 to 6: -0.21 0.63 -1.85 -1.72 -1.92 -0.58

***

Short version: <b> is the least stable of them.

***

<a>
The following is a DFT calculation (ωB97M-V with the def2-TZVPD basis set) of one molecule with the formula C2H8N4.

```
! RIJCOSX wB97M-V def2-TZVPD def2/J DEFGRID3
* xyz 0 1
H 1.54 1.94 -0.73
N 1.83 0.98 -0.32
C 0.95 0.02 0.08
N 1.59 -1.15 0.29
N -0.37 0.00 -0.06
C -1.17 1.11 0.27
N -1.06 -1.36 -0.18
H 1.00 -1.99 0.53
H 2.62 -1.02 0.37
H -1.90 1.43 -0.71
H -1.70 0.95 1.27
H -0.41 2.04 0.63
H -2.10 -1.15 -0.30
H -0.81 -1.80 -1.13
*
```

Computed properties:
Gap between HOMO and LUMO: 0.3152 hartree
SMILES: [H]/N=C(/N)N(C)N

These are the Mulliken partial charges, in e, on atoms 1 to 6: 0.18 -0.73 0.41 -0.45 0.30 -0.96

***

<b>
The following is a DFT calculation (ωB97M-V with the def2-TZVPD basis set) of one molecule with the formula C2H8N4.

```
! RIJCOSX wB97M-V def2-TZVPD def2/J DEFGRID3
* xyz 0 1
H -2.69 1.09 -0.67
N -2.78 0.17 -0.08
C -1.44 -0.10 -0.06
N -1.04 -1.41 0.01
N -0.25 0.70 -0.34
N 0.86 0.04 0.33
C 1.95 0.14 -0.40
H -1.80 -1.81 0.52
H -0.10 -1.39 0.82
H -0.48 1.62 0.41
H 0.79 0.46 1.20
H 2.27 1.14 -0.47
H 3.01 -0.30 0.03
H 1.70 -0.35 -1.30
*
```

Computed properties:
Gap between HOMO and LUMO: 0.3440 hartree
SMILES: [H]/N=C(/N)NNC

These are the Mulliken partial charges, in e, on atoms 1 to 6: 0.25 -0.66 0.37 -0.54 -0.44 -0.29

***

Short version: <b> is the least stable of them.

***

<a>
The following is a DFT calculation (ωB97M-V with the def2-TZVPD basis set) of one molecule with the formula C2H8N4.

```
! RIJCOSX wB97M-V def2-TZVPD def2/J DEFGRID3
* xyz 0 1
N -0.48 0.92 -0.78
N 1.36 0.13 -0.59
C 0.07 -0.16 -0.12
N 2.50 -0.39 0.04
N -2.22 0.91 -0.48
C -0.31 -0.89 0.95
H -1.49 1.64 -0.06
H 1.48 0.15 -1.60
H 2.77 0.21 0.81
H 2.31 -1.32 0.41
H -2.46 0.03 -0.04
H -2.64 1.06 -1.39
H 0.42 -1.45 1.51
H -1.30 -0.83 1.36
*
```

Computed properties:
Gap between HOMO and LUMO: 0.3152 hartree

These are the Mulliken partial charges, in e, on atoms 1 to 6: -0.65 -0.02 0.89 -0.69 -0.46 -1.17

***

<b>
The following is a DFT calculation (ωB97M-V with the def2-TZVPD basis set) of one molecule with the formula C2H8N4.

```
! RIJCOSX wB97M-V def2-TZVPD def2/J DEFGRID3
* xyz 0 1
C -2.28 -0.58 -0.62
N -0.91 -0.17 -0.62
N -0.29 -0.71 0.35
N 1.19 -0.42 0.21
C 1.37 0.83 -0.53
N 2.06 -0.64 1.29
H -2.51 -0.82 -1.73
H -2.89 0.25 -0.39
H -2.51 -1.41 0.14
H 1.36 0.74 -1.63
H 0.61 1.57 -0.32
H 2.37 1.27 -0.20
H 2.38 -1.55 1.37
H 1.74 -0.40 2.22
*
```

Computed properties:
Gap between HOMO and LUMO: 0.3727 hartree
SMILES: C/N=N/N(C)N

These are the Mulliken partial charges, in e, on atoms 1 to 6: -0.64 -0.06 -0.40 0.23 -0.66 -0.54

***

Short version: <a> is the least stable of them.

***

<a>
The following is a DFT calculation (ωB97M-V with the def2-TZVPD basis set) of a 2-piece molecular cluster, C7H14N2 overall.

```
! RIJCOSX wB97M-V def2-TZVPD def2/J DEFGRID3
* xyz -1 2
C -1.24 -3.65 -0.41
C 1.17 -1.18 -1.35
C -0.21 -2.58 -0.47
C 0.75 -2.33 0.55
N 0.09 -1.91 -1.60
N 1.61 -1.36 -0.06
H 1.66 -0.58 -2.09
H 2.32 -0.87 0.47
H 0.74 -2.41 1.62
H -2.12 -3.30 0.16
H -0.93 -4.60 0.02
H -1.59 -3.83 -1.43
C -0.63 2.59 -0.05
C 0.85 2.18 -0.15
C -0.98 3.11 1.33
H -0.83 3.24 -0.91
H -1.24 1.70 -0.25
H 1.20 1.68 0.76
H -0.16 3.70 1.75
H -1.91 3.68 1.30
H 1.47 3.05 -0.31
H 1.02 1.41 -0.90
H -1.03 2.26 2.01
*
```

Computed properties:
Gap between HOMO and LUMO (spin up / spin down): 0.0775 / 0.2775 hartree
⟨S²⟩: 0.755

These are the Mulliken partial charges, in e, on atoms 1 to 6: -1.32 -0.68 1.00 -0.76 -0.67 0.03

***

<b>
The following is a DFT calculation (ωB97M-V with the def2-TZVPD basis set) of a 2-piece molecular cluster, C7H14N2 overall.

```
! RIJCOSX wB97M-V def2-TZVPD def2/J DEFGRID3
* xyz -1 2
C 1.45 3.23 -1.53
C 1.42 -0.34 -1.69
C 1.11 1.78 -1.65
C -0.08 1.25 -2.17
N 2.01 0.81 -1.41
N 0.14 -0.14 -2.15
H 1.90 -1.31 -1.62
H -0.58 -0.81 -2.33
H -1.09 1.62 -2.19
H 0.97 3.68 -0.66
H 1.17 3.81 -2.41
H 2.53 3.32 -1.37
C -0.47 -1.37 2.21
C -0.53 -2.12 0.89
C -1.85 -1.10 2.81
H 0.20 -1.90 2.88
H 0.03 -0.41 2.03
H -1.35 -1.75 0.26
H -2.50 -1.97 2.68
H -1.79 -0.84 3.86
H -0.70 -3.20 1.05
H 0.36 -1.95 0.28
H -2.33 -0.30 2.23
*
```

Computed properties:
Gap between HOMO and LUMO (spin up / spin down): 0.1004 / 0.3207 hartree
⟨S²⟩: 0.750

These are the Mulliken partial charges, in e, on atoms 1 to 6: -1.38 -1.57 1.36 -1.97 -0.75 0.51

***

Short version: <a> is the least stable of them.